Entry 1:
70
Properties=species:S:1:pos:R:3:forces:R:3 method="wB97M-V/def2-TZVPD" multiplicity=2 gap_ev="7.60 / 7.18" charge=+1 lumo_ev="-2.683 / -2.543" s2=0.7630 mol_weight_g_mol=728.20 e_above_lowest_ev=0.4233 homo_ha="-0.3780 / -0.3574"
V -1.100215 -2.567102 -0.103783 -0.6 0.1 0.5
C -0.355316 -5.137457 -2.371628 0.0 0.0 0.1
C -1.334940 -5.693515 -1.342598 0.0 0.0 -0.1
S -1.321387 -4.914969 0.286070 0.3 -0.4 0.0
C 0.265684 -5.489257 0.996832 -0.1 0.0 0.0
C 1.480233 -4.682383 0.584374 0.0 0.1 0.0
S 1.094190 -2.878454 0.556428 0.4 -0.2 0.3
C 2.037031 -2.410390 -0.910866 0.0 -0.1 -0.1
C 1.554478 -3.027401 -2.235590 0.0 0.1 0.1
S -0.245738 -3.313198 -2.376268 0.1 -0.1 -0.3
H -0.667931 -5.430881 -3.371446 0.0 -0.1 0.0
H 0.650016 -5.519807 -2.214918 0.0 0.0 0.0
H -1.180332 -6.767274 -1.225875 0.0 0.0 0.0
H -2.360269 -5.554441 -1.684132 0.0 0.0 0.0
H 0.395790 -6.543325 0.750748 0.0 0.0 0.0
H 0.100996 -5.417838 2.072803 0.0 0.0 0.0
H 1.830263 -4.973972 -0.404954 0.0 0.0 0.0
H 2.296945 -4.832093 1.288271 0.0 0.0 0.0
H 3.084653 -2.667654 -0.753031 0.0 0.0 0.0
H 1.971498 -1.325032 -0.943770 0.0 0.0 0.0
H 2.030602 -3.986543 -2.427053 0.0 0.0 0.0
H 1.824943 -2.372799 -3.061891 0.0 0.0 0.0
Cl -0.347719 9.170370 1.389031 0.0 -0.1 0.0
C -0.444571 7.569288 0.732388 0.0 0.1 0.0
C -0.803743 7.390047 -0.592419 0.0 0.0 -0.1
C -0.869933 6.104707 -1.106717 0.0 0.0 0.0
C -0.589574 4.995238 -0.317267 0.1 0.1 0.0
C -0.651954 3.600317 -0.883901 0.1 0.0 0.0
C -1.934205 2.902581 -0.462732 -0.1 -0.3 -0.1
N -1.890253 1.489396 -0.860675 -0.2 0.4 -0.1
C -2.441681 0.928144 -1.990886 0.1 0.1 0.1
C -2.093893 -0.382166 -1.963206 0.2 0.0 0.3
N -1.331157 -0.629842 -0.817543 -0.2 0.3 -1.0
C -1.236576 0.535872 -0.198980 0.1 -0.3 0.1
O -0.599349 3.627128 -2.294849 0.1 0.0 -0.1
C 0.384229 2.787924 -2.915941 0.0 0.1 0.0
C 1.725105 2.835774 -2.254309 0.0 -0.1 0.2
C 2.563027 3.909792 -2.269134 0.0 0.1 -0.1
Cl 2.315495 5.380763 -3.110218 0.0 0.0 0.0
S 3.961208 3.676756 -1.319570 0.2 0.1 0.1
C 3.452668 2.111995 -0.865055 0.0 -0.1 0.0
C 2.253881 1.798226 -1.427885 0.0 0.0 0.0
C -0.229945 5.218180 1.006791 0.0 -0.1 0.1
Cl 0.170759 3.868009 2.052150 0.0 0.1 -0.1
C -0.152583 6.489494 1.545978 0.0 0.0 0.1
H -1.022534 8.248539 -1.212866 0.0 0.0 0.0
H -1.128413 5.950914 -2.146095 0.0 0.0 0.0
H 0.193049 3.038916 -0.479684 0.0 0.0 0.0
H -2.788709 3.363047 -0.953832 0.0 0.0 0.0
H -2.077770 2.956610 0.614240 0.0 0.0 0.0
H -3.014308 1.508658 -2.694568 0.0 0.0 0.0
H -2.340699 -1.152601 -2.673217 0.0 0.0 0.0
H -0.728870 0.708989 0.736157 0.0 0.0 0.0
H 0.447118 3.149481 -3.939767 0.0 0.0 -0.1
H 0.027826 1.754133 -2.941670 0.0 -0.1 0.0
H 4.064001 1.515383 -0.203287 -0.1 0.0 -0.1
H 1.730878 0.862831 -1.264133 0.0 0.0 0.0
H 0.136374 6.634841 2.577410 0.0 0.0 0.0
S -2.336273 -2.225180 1.793925 0.0 0.3 0.3
C -1.300748 -2.304338 3.246057 0.1 -0.2 -0.1
C -0.473288 -1.243108 3.609346 0.0 0.0 0.0
C 0.297066 -1.310479 4.763654 0.0 0.0 -0.1
C 0.251842 -2.439745 5.570838 0.0 0.0 0.0
C -0.569707 -3.500440 5.215280 0.0 0.0 -0.1
C -1.341638 -3.433603 4.061025 0.0 -0.1 0.0
H -0.446754 -0.353877 2.990931 0.0 0.0 0.0
H 0.932429 -0.475640 5.035446 0.0 0.0 0.0
H 0.842090 -2.487017 6.477070 0.0 0.0 0.0
H -0.617678 -4.383124 5.842097 0.0 0.0 0.0
H -1.995736 -4.255369 3.792880 0.0 0.0 0.0

=====

Entry 2:
50
Properties=species:S:1:pos:R:3:forces:R:3 method="wB97M-V/def2-TZVPD" multiplicity=1 gap_ev=8.98 charge=+1 lumo_ev=-3.050 mol_weight_g_mol=375.29 e_above_lowest_ev=0.0000 homo_ha=-0.4421
C -2.018715 -2.595535 -1.000769 0.3 0.0 0.0
C -0.698356 -2.229352 -1.692957 0.0 0.0 0.2
C -0.900104 -1.162641 -2.761493 -0.1 -0.1 -0.2
Br 0.342621 -1.342816 -4.265605 0.0 0.0 0.1
N -0.807065 0.184187 -2.245059 -0.2 -0.2 0.3
C -1.593744 1.244626 -2.414652 0.1 0.0 -0.3
N -1.104177 2.346838 -1.893618 0.1 -0.2 0.3
C 0.059437 1.954608 -1.326030 0.3 0.3 -0.1
N 0.874711 2.750001 -0.655536 -0.1 -0.1 0.2
O 0.604333 4.098818 -0.685802 -0.1 0.1 -0.1
C 2.113851 2.385813 0.013564 0.2 0.0 0.0
C 2.173814 2.825501 1.485976 0.0 0.0 0.1
C 0.829806 3.041022 2.194204 0.0 -0.1 0.0
N 0.934038 2.633172 3.589053 0.0 0.0 0.0
N 0.275419 0.633134 -1.526429 -0.4 0.2 -0.1
H -1.822717 -2.922872 0.019131 -0.2 0.0 -0.1
H -2.502178 -3.423055 -1.519434 -0.1 0.1 0.0
H -2.711942 -1.752466 -0.968865 0.0 0.0 0.1
H -0.237833 -3.099028 -2.156544 -0.1 0.0 0.0
H 0.015835 -1.872812 -0.944231 0.1 0.0 -0.1
H -1.897375 -1.229454 -3.191915 0.1 0.0 -0.1
H -2.523206 1.177695 -2.958641 0.0 0.0 0.0
H -0.142590 4.251098 -0.085091 0.0 0.0 0.0
H 2.943887 2.818065 -0.543643 0.0 -0.1 0.0
H 2.229782 1.304217 -0.069333 -0.1 0.0 0.0
H 2.710281 2.051666 2.039242 0.1 0.0 -0.1
H 2.786365 3.722457 1.560605 -0.1 0.0 0.1
H 0.022707 2.518343 1.651883 0.1 0.0 0.0
H 0.580701 4.104553 2.190754 0.0 0.0 -0.1
H 1.065127 1.632094 3.672564 0.0 0.0 0.0
H 0.098992 2.872513 4.108616 0.0 0.0 0.0
H 1.054851 0.032310 -1.314605 0.0 0.0 -0.1
C -2.807973 -6.032156 1.448808 0.0 0.0 0.0
O -2.133324 -4.779790 1.555344 0.0 0.0 0.1
H -3.045423 -6.172679 0.397082 0.0 0.0 0.0
H -2.176757 -6.859691 1.778564 0.0 0.0 0.0
H -3.738344 -6.038147 2.019772 0.0 0.0 0.0
H -1.918388 -4.638553 2.481599 0.0 0.0 0.0
C -3.503230 -0.996659 2.161551 0.0 -0.1 0.0
O -4.429759 -1.413005 1.171761 0.1 0.1 -0.1
H -2.878555 -1.859733 2.383330 0.0 0.0 0.0
H -2.860920 -0.181459 1.808848 0.0 0.0 0.0
H -3.998531 -0.680140 3.082304 0.0 0.0 0.0
H -5.018227 -0.679580 0.971429 -0.1 0.0 0.1
C 6.285107 1.974734 -1.443708 0.0 0.0 0.1
O 4.902472 1.609733 -1.481824 -0.1 0.0 -0.1
H 6.581031 1.970627 -0.397987 0.0 0.0 0.0
H 6.903189 1.257109 -1.985215 0.0 0.0 0.0
H 6.447808 2.973717 -1.851829 0.0 0.0 0.0
H 4.633269 1.592974 -2.405168 0.0 0.0 0.0

=====

Entry 3:
19
Properties=species:S:1:pos:R:3:forces:R:3 method="wB97M-V/def2-TZVPD" multiplicity=1 gap_ev=9.25 charge=+1 lumo_ev=-3.144 mol_weight_g_mol=146.26 e_above_lowest_ev=0.2677 homo_ha=-0.4554
N -1.110175 1.864209 0.795572 -0.5 -0.8 0.9
C -0.130524 0.773620 1.297025 -1.3 1.2 -1.3
C 0.121571 -0.097352 0.087530 1.2 -0.3 0.1
S 1.555283 -1.162480 0.501341 -0.4 0.1 1.0
S 2.272113 -1.922936 -1.188538 0.3 -0.1 -1.1
H -2.059960 1.471356 0.876623 0.1 0.1 0.0
H -2.132901 4.146693 -1.814033 0.0 0.1 0.1
H -1.021615 2.672474 1.401297 -0.3 0.3 -0.1
H -0.643792 0.253814 2.089290 -0.1 -0.2 0.2
H 0.666753 1.368149 1.698125 0.9 -0.3 0.0
H -0.745784 -0.694420 -0.128563 -0.3 -0.3 0.0
H 0.376945 0.490998 -0.792574 0.1 0.1 0.0
H 1.563628 -3.057051 -1.371832 -0.1 0.1 0.3
H -3.833728 -0.510843 1.099795 0.2 0.4 0.6
H -2.893068 -0.908708 0.081786 0.6 0.1 0.0
O -2.897961 -0.360482 0.880794 -1.0 -0.5 -0.5
H -1.936912 2.679325 -2.176068 -0.1 0.1 -0.1
H -1.043121 2.178907 -0.180411 0.4 0.1 0.2
O -1.973816 3.280388 -1.421708 0.1 -0.3 -0.2

=====

Entry 4:
85
Properties=species:S:1:pos:R:3:forces:R:3 method="wB97M-V/def2-TZVPD" multiplicity=1 gap_ev=6.08 charge=+1 lumo_ev=-4.889 mol_weight_g_mol=569.62 homo_ha=-0.4032
N -2.439784 -2.134436 -2.487705 -0.1 -0.1 0.0
C -2.417503 -0.870493 -2.765884 0.1 0.0 0.3
N -1.462102 -0.355129 -3.644565 0.4 0.1 0.4
F -0.284905 -1.067726 -3.468465 -0.1 -0.3 -0.4
N -3.200328 0.089308 -2.234624 -0.6 -0.4 -1.2
C -4.659286 0.117155 -2.396719 -1.0 0.5 0.7
O -5.143731 1.137626 -2.740045 0.2 0.1 -0.3
N -5.412417 -1.040347 -2.088742 1.6 -0.2 0.0
C -5.896723 -1.710390 -3.237326 -0.9 0.5 0.0
O -6.765523 -1.351052 -3.929414 0.0 0.1 -0.3
F -5.207226 -2.833675 -3.442476 0.2 -0.6 0.1
H -1.861218 -2.777018 -3.008153 0.3 -0.1 0.0
H -2.991883 -2.548072 -1.758040 0.0 0.0 0.3
H -1.746835 -0.485776 -4.616000 0.1 0.2 -0.2
H -2.868230 0.988628 -2.578731 0.1 0.3 0.5
H -4.899861 -1.662764 -1.478558 -0.1 -0.1 0.1
C -3.600467 0.981612 0.907995 0.0 0.2 -0.2
O -2.829291 2.120393 1.141142 0.2 -0.1 0.0
C -3.490043 3.205223 1.778806 -0.1 0.0 -0.1
C -2.537770 3.910464 2.711059 0.2 0.2 0.0
O -2.214664 3.203901 3.889278 -0.1 0.0 0.1
C -1.413533 2.038447 3.808671 -0.1 -0.2 0.1
C 0.027403 2.257260 3.414452 0.1 -0.1 -0.3
O 0.152012 2.549994 2.030138 -0.4 0.1 0.3
C 1.152103 3.502428 1.733415 -0.4 -0.1 0.7
H -4.283188 1.149519 0.059885 -0.1 -0.1 0.1
H -2.899121 0.181716 0.657003 -0.1 -0.1 0.0
H -4.185505 0.672063 1.780710 0.0 0.1 0.0
H -4.368425 2.858920 2.334533 0.0 -0.1 0.0
H -3.821257 3.919405 1.014306 -0.1 0.0 0.1
H -3.036975 4.817706 3.056346 0.0 0.0 0.0
H -1.639065 4.219943 2.171881 0.0 -0.1 -0.1
H -1.871477 1.281176 3.167098 0.0 0.0 -0.1
H -1.413447 1.641925 4.825487 0.0 0.0 0.0
H 0.582873 1.332487 3.622218 0.0 0.0 0.2
H 0.453113 3.060772 4.023654 0.0 0.0 0.0
H 1.050362 4.394538 2.361113 -0.1 0.1 0.1
H 1.024016 3.794326 0.691922 -0.6 0.0 1.7
H 2.156243 3.082949 1.860678 -0.4 0.1 0.1
C 0.374280 0.634536 -0.602629 -0.2 -0.2 0.1
O 1.722585 0.980688 -0.725825 0.0 0.3 0.1
C 2.188878 1.092628 -2.058737 0.0 -0.2 0.0
C 3.162590 2.235001 -2.212042 0.2 0.0 0.0
O 2.577309 3.519749 -2.160264 0.0 0.2 -0.2
C 2.089903 4.014759 -0.924134 0.1 -0.2 -0.9
C 3.149748 4.358760 0.092833 0.2 0.2 0.2
O 3.721365 3.195439 0.662587 0.5 -0.1 -0.6
C 5.107226 3.304099 0.910138 0.1 0.0 0.1
H 0.216908 -0.431326 -0.841454 -0.1 0.0 -0.1
H 0.076079 0.812823 0.430453 0.0 0.0 0.0
H -0.262176 1.253744 -1.253122 0.0 0.0 0.0
H 1.351264 1.246325 -2.751719 0.0 0.0 0.1
H 2.700063 0.158367 -2.331420 0.0 0.0 -0.1
H 3.583252 2.161322 -3.217295 0.0 0.0 0.0
H 3.989886 2.136813 -1.506175 -0.1 0.0 0.1
H 1.341075 3.346525 -0.491067 0.6 -0.2 -1.2
H 1.582020 4.945635 -1.184762 0.0 0.1 0.0
H 2.678767 4.944671 0.894921 0.3 0.2 -0.2
H 3.917996 4.978033 -0.381788 0.0 0.0 0.0
H 5.642484 3.666171 0.025279 0.0 0.0 0.0
H 5.473104 2.309196 1.155465 0.0 0.0 0.0
H 5.312136 3.973517 1.752684 0.0 0.0 0.0
C 2.562745 -7.247066 0.356510 0.1 0.0 0.0
O 2.547224 -5.855141 0.114508 -0.3 0.0 0.1
C 2.105324 -5.498709 -1.175746 0.2 -0.1 0.0
C 1.283032 -4.232616 -1.148738 0.0 0.2 -0.1
O -0.018172 -4.368309 -0.585946 -0.2 0.1 -0.2
C -0.126344 -4.572220 0.818984 -0.1 -0.1 0.1
C 0.240029 -3.375006 1.664635 0.1 0.0 0.2
O 1.632591 -3.154410 1.686785 0.0 0.0 -0.3
C 2.002955 -1.791735 1.683245 0.0 0.0 0.1
H 3.390096 -7.734988 -0.168548 0.0 0.0 0.0
H 2.693404 -7.389302 1.426630 0.1 0.0 0.0
H 1.619523 -7.714872 0.053055 0.0 0.0 0.0
H 1.510313 -6.304944 -1.621816 0.0 0.0 0.0
H 2.980382 -5.321174 -1.816380 -0.1 0.0 -0.1
H 1.109095 -3.945450 -2.190291 0.0 0.0 0.0
H 1.834556 -3.417616 -0.676787 0.0 -0.1 0.1
H 0.422781 -5.459594 1.132712 0.2 0.1 0.0
H -1.186885 -4.773554 0.990064 0.0 0.0 0.0
H -0.102739 -3.565543 2.691072 -0.2 0.1 0.0
H -0.284325 -2.487137 1.284638 0.0 0.0 0.0
H 1.491816 -1.240148 0.884120 0.1 0.0 0.1
H 3.074414 -1.746326 1.503981 0.0 0.0 0.0
H 1.785104 -1.314623 2.645039 0.0 0.0 0.0